Below is a molecular structure, C50H37Cl2EuF6N4O6Sb at a distorted geometry, with properties calculated with ωB97M-V with the def2-TZVPD basis set.

The HOMO-LUMO gap (alpha / beta) is 5.346 / 5.444 eV. Its spin multiplicity is 8. The total energy comes out at -5068.33899 a.u. For the LUMO energy (alpha / beta), the calculation gives -1.8 / -2.1 eV. As for the molar mass: 1248.49 g/mol. The calculation puts the highest occupied orbital energy (alpha / beta) at -7.19 / -7.50 eV.

```
107
C50H37Cl2EuF6N4O6Sb | the Open Molecules 2025 dataset | ωB97M-V with the def2-TZVPD basis set
Eu 13.968 15.401 12.666
C 21.398 15.507 19.253
O 20.584 14.383 19.005
C 19.616 14.526 18.062
C 19.329 15.710 17.402
C 18.309 15.731 16.454
C 17.555 14.598 16.206
C 17.874 13.418 16.864
C 18.874 13.373 17.795
C 16.487 14.629 15.162
C 16.970 14.520 13.854
C 18.297 14.187 13.438
C 18.268 13.955 12.091
C 16.907 14.154 11.672
N 16.171 14.542 12.710
C 16.377 13.772 10.347
C 15.177 14.133 9.765
C 14.398 13.304 8.860
C 13.105 13.682 8.974
C 13.089 14.796 9.905
C 11.934 15.395 10.633
C 11.717 16.813 10.660
C 12.566 17.745 10.012
C 12.365 19.096 10.129
C 11.257 19.587 10.826
O 10.937 20.890 10.981
C 11.908 21.850 10.577
C 10.391 18.692 11.446
C 10.620 17.355 11.365
C 11.288 14.604 11.770
N 11.662 14.977 12.966
C 11.118 14.132 13.910
C 11.611 14.000 15.189
C 10.724 13.371 16.167
C 11.116 12.301 16.964
C 10.222 11.726 17.842
C 8.925 12.225 17.936
O 7.984 11.752 18.774
C 8.320 10.596 19.535
C 8.521 13.300 17.146
C 9.410 13.839 16.246
C 12.986 14.330 15.647
C 13.384 14.347 17.008
C 14.751 14.513 17.017
C 15.160 14.584 15.665
N 14.044 14.521 14.844
C 10.204 13.265 13.195
C 10.363 13.491 11.868
N 14.309 15.112 10.266
C 17.113 12.678 9.685
C 17.342 11.493 10.386
C 17.959 10.425 9.774
C 18.339 10.528 8.431
O 18.952 9.512 7.764
C 19.091 8.266 8.442
C 18.096 11.693 7.713
C 17.484 12.757 8.343
H 22.123 15.202 20.008
H 20.822 16.336 19.648
H 21.924 15.833 18.355
H 19.862 16.614 17.643
H 18.034 16.643 15.938
H 17.304 12.529 16.630
H 19.078 12.490 18.365
H 19.162 14.139 14.076
H 19.065 13.670 11.436
H 14.773 12.470 8.271
H 12.218 13.256 8.530
H 13.416 17.383 9.447
H 13.056 19.787 9.658
H 11.498 22.822 10.837
H 12.078 21.799 9.506
H 12.847 21.684 11.092
H 9.574 19.082 12.037
H 9.928 16.696 11.867
H 12.121 11.913 16.894
H 10.533 10.878 18.449
H 7.426 10.334 20.093
H 9.139 10.787 20.238
H 8.585 9.766 18.876
H 7.505 13.657 17.259
H 9.106 14.682 15.652
H 12.719 14.292 17.857
H 15.401 14.572 17.873
H 9.611 12.497 13.644
H 9.916 12.985 11.030
H 17.019 11.427 11.421
H 18.145 9.512 10.303
H 19.481 7.553 7.718
H 18.124 7.882 8.790
H 19.765 8.346 9.288
H 18.426 11.727 6.683
H 17.307 13.678 7.820
F 15.488 17.141 14.283
Sb 14.473 18.613 13.602
F 14.708 17.622 11.957
F 16.038 19.588 13.246
F 13.349 19.859 12.736
F 14.198 19.313 15.321
F 12.988 17.377 13.847
Cl 12.534 10.899 14.217
C 13.964 11.052 13.191
Cl 15.323 11.725 14.113
C 13.590 11.925 11.961
O 13.293 11.309 10.954
O 13.638 13.184 12.125
H 14.246 10.059 12.849
```

Atom charges from the Mulliken analysis, given in e for atoms 1 to 8: -0.4567 -0.8788 -0.4627 1.0294 -0.8269 -0.2313 -1.7316 0.4126

---

Below is 4 unconnected molecules or ions with the total composition C50H37NO11S at a distorted geometry, with properties calculated with ωB97M-V with the def2-TZVPD basis set.

The HOMO-LUMO gap is 8.475 eV. The SMILES is CC(=O)N(C(C)=O)[C@H]1CCOS(=O)(=O)C1.O=C1c2ccccc2C(=O)c2ccccc21.O=C1c2ccccc2C(=O)c2ccccc21.O=C1c2ccccc2C(=O)c2ccccc21. The total energy comes out at -3208.17904 a.u. For the LUMO energy, the calculation gives -1.2 eV. As for the molar mass: 859.91 g/mol. The calculation puts the highest occupied orbital energy at -9.67 eV.

```
100
C50H37NO11S | the Open Molecules 2025 dataset | ωB97M-V with the def2-TZVPD basis set
C 1.152 3.965 4.224
C 0.551 4.177 2.851
O 0.787 5.184 2.212
N -0.349 3.199 2.283
C 0.273 2.258 1.410
C 1.707 1.842 1.646
O -0.352 1.766 0.482
C -1.330 2.640 3.234
C -2.641 2.420 2.472
C -3.615 1.401 3.065
O -3.391 1.121 4.464
S -2.054 0.278 4.608
O -1.826 -0.019 5.982
O -2.051 -0.831 3.709
C -0.823 1.470 4.104
H 1.975 4.652 4.327
H 0.387 4.160 4.962
H 1.523 2.953 4.317
H 2.102 1.542 0.689
H 1.754 0.993 2.313
H 2.331 2.647 2.009
H -1.533 3.439 3.930
H -3.129 3.385 2.459
H -2.482 2.159 1.439
H -4.617 1.790 2.987
H -3.608 0.492 2.486
H -0.479 1.866 5.045
H -0.017 0.887 3.687
O -3.135 -1.581 -5.224
C -2.028 -1.280 -4.824
C -1.813 -0.057 -4.004
C -2.900 0.742 -3.680
C -2.722 1.864 -2.889
C -1.456 2.193 -2.417
C -0.366 1.408 -2.749
C -0.537 0.284 -3.545
C 0.652 -0.540 -3.900
O 1.765 -0.219 -3.542
C 0.432 -1.777 -4.703
C 1.518 -2.584 -5.017
C 1.326 -3.751 -5.736
C 0.049 -4.117 -6.149
C -1.033 -3.308 -5.851
C -0.848 -2.136 -5.130
H -3.883 0.479 -4.046
H -3.571 2.484 -2.634
H -1.320 3.061 -1.789
H 0.619 1.660 -2.387
H 2.507 -2.296 -4.691
H 2.173 -4.380 -5.976
H -0.099 -5.033 -6.704
H -2.026 -3.587 -6.174
O 8.712 7.202 7.913
C 7.706 6.920 7.299
C 6.365 7.009 7.943
C 6.273 7.444 9.258
C 5.033 7.565 9.860
C 3.878 7.252 9.151
C 3.964 6.804 7.845
C 5.206 6.676 7.237
C 5.282 6.176 5.836
O 4.280 5.837 5.240
C 6.619 6.108 5.185
C 6.710 5.680 3.867
C 7.941 5.637 3.238
C 9.089 6.022 3.923
C 9.006 6.439 5.239
C 7.774 6.480 5.877
H 7.174 7.690 9.802
H 4.963 7.907 10.884
H 2.909 7.358 9.621
H 3.071 6.556 7.290
H 5.814 5.387 3.338
H 8.009 5.306 2.210
H 10.049 5.995 3.426
H 9.895 6.736 5.777
O -7.461 -7.609 -6.629
C -6.331 -7.888 -6.290
C -5.437 -6.864 -5.681
C -5.918 -5.576 -5.483
C -5.111 -4.621 -4.890
C -3.821 -4.949 -4.489
C -3.330 -6.226 -4.697
C -4.132 -7.187 -5.298
C -3.581 -8.551 -5.532
O -2.432 -8.817 -5.249
C -4.483 -9.581 -6.120
C -4.002 -10.870 -6.314
C -4.834 -11.846 -6.834
C -6.150 -11.539 -7.162
C -6.631 -10.255 -6.982
C -5.800 -9.270 -6.464
H -6.923 -5.329 -5.793
H -5.483 -3.617 -4.737
H -3.197 -4.202 -4.018
H -2.325 -6.484 -4.394
H -2.980 -11.102 -6.054
H -4.459 -12.849 -6.982
H -6.801 -12.306 -7.561
H -7.652 -10.010 -7.238
```

Atom charges from the Mulliken analysis, given in e for atoms 1 to 8: -1.0040 0.2300 -0.5765 0.3510 0.5637 -1.1664 -0.4748 -0.1159

---

Which value of total energy does entry 1 give? -5068.33899 a.u.